{"formula": "C4H13NO3P", "method": "wB97M-V/def2-TZVPD", "smiles": "CCCOC[NH2+]P(O)O", "total_charge": 1, "de_lowest_kcal_mol": 0.0, "largest_force_ev_per_a": 0.3, "homo_ev": -14.44, "total_energy_ev": -21274.467, "species": ["C", "C", "C", "O", "C", "N", "P", "O", "O", "H", "H", "H", "H", "H", "H", "H", "H", "H", "H", "H", "H", "H"], "xyz": [[-2.13264, -0.31678, 1.65920], [-2.27780, -0.85727, 0.24277], [-0.97354, -1.00314, -0.53526], [0.13243, -1.46023, 0.27483], [0.95842, -0.53225, 0.81798], [1.92925, 0.03773, -0.25145], [1.86400, 1.95245, -0.39967], [3.14092, 2.12597, -1.34489], [0.58337, 2.03326, -1.35678], [-1.48910, -0.95090, 2.26773], [-1.73168, 0.69900, 1.67122], [-3.10755, -0.27505, 2.13965], [-2.91435, -0.17952, -0.32888], [-2.79135, -1.81788, 0.25921], [-0.70844, -0.06420, -1.03125], [-1.07375, -1.76823, -1.30122], [1.58300, -1.02935, 1.55512], [0.45676, 0.32518, 1.27093], [1.75649, -0.47786, -1.11789], [2.88504, -0.18155, 0.03421], [3.22226, 1.68884, -2.20589], [0.68827, 2.05178, -2.31965]], "nbo_charge": [-0.6147, -0.4306, -0.0804, -0.5094, 0.1075, -0.8533, 1.5963, -0.9904, -1.0020, 0.2100, 0.1936, 0.2397, 0.2215, 0.2213, 0.1651, 0.2119, 0.2143, 0.1870, 0.4349, 0.4339, 0.5181, 0.5259]}